Below is a cluster of 3 separate species, C19H22F5IO7S2 in total, with properties calculated with ωB97M-V with the def2-TZVPD basis set.

```
! wB97M-V def2-TZVPD RIJCOSX def2/J DEFGRID3
* xyz 0 1
I 2.3455 2.8781 0.7508
S -0.1770 -4.5893 2.0928
S 3.5436 3.8199 -3.6958
F -1.0535 2.3615 -0.1964
F -6.4519 2.5343 1.2450
F -4.8045 3.2979 2.4124
F -0.5379 0.2886 -0.7190
F -6.0753 1.7619 3.2240
O -0.7924 -5.1617 3.2627
O -0.9214 -3.7623 1.1719
O 1.4077 -0.7503 3.7529
O 0.8404 -0.0694 1.6131
O 4.6387 4.3476 -4.4672
O 3.5723 3.7954 -2.2554
O 1.4766 1.4599 3.0627
C 3.1421 2.1810 -4.3111
C 0.6512 -5.8982 1.1816
C 0.7729 2.1701 2.0222
C 1.7324 2.2809 -4.9063
C -0.0897 0.9828 1.5381
C 2.1497 -5.5782 1.2421
C 1.3075 -3.7271 2.5904
C 2.3993 -4.7901 2.5343
C 1.5348 3.7267 -5.3786
C 2.0322 4.6078 -4.2374
C -3.9953 -1.0917 0.8655
C -2.3947 0.6271 0.6507
C -4.8749 -0.1698 1.3769
C -0.9774 1.0964 0.2815
C -2.7261 -0.6994 0.4935
C 1.2763 0.1017 2.9267
C -5.4789 2.1709 2.0930
C -4.5277 1.1474 1.5210
C -3.2656 1.5686 1.1505
H 0.4218 -6.8427 1.6719
H 0.9915 2.0444 -4.1393
H 3.3924 -4.3429 2.5499
H 1.1702 -3.3006 3.5799
H 1.3350 4.5983 -3.3992
H -5.8580 -0.5163 1.6884
H -1.9805 -1.3827 0.1002
H 3.8800 1.9189 -5.0673
H 0.0542 2.8958 2.4084
H 2.7470 -6.4886 1.2023
H 2.1307 3.9070 -6.2763
H -2.9416 2.5980 1.2423
H -0.8058 0.7977 2.3563
H -4.2483 -2.1416 0.7582
H 2.2409 5.6314 -4.5400
H 3.1864 1.4710 -3.4884
H 0.4929 3.9351 -5.6185
H 1.4890 -2.9358 1.8633
H 2.3153 -5.4571 3.3956
H 2.4298 -4.9650 0.3827
H 0.2792 -5.9117 0.1599
H 1.5991 1.5686 -5.7197
*
```

HOMO-LUMO gap in eV: 10.21
LUMO energy in eV: 0.3
Max |F| in Eh/bohr: 0.0343
Structure (SMILES): O=C1O[C@@H](I)[C@@H](C(F)(F)c2cccc(C(F)(F)F)c2)O1.O=S1(=O)CCCC1.O=S1(=O)CCCC1



Below is the molecule C19H22N2O, with properties calculated with ωB97M-V with the def2-TZVPD basis set.

```
! wB97M-V def2-TZVPD RIJCOSX def2/J DEFGRID3
* xyz 0 1
O -2.7905 0.8101 -2.8888
N -0.8910 -0.1736 -1.9809
N 0.8669 2.8205 -1.3754
C 0.8092 1.7972 -0.8400
C -0.1595 -0.4705 -0.8222
C 1.7113 -1.3612 1.1328
C 0.1170 -3.3095 1.5908
C 0.7105 0.5001 -0.2245
C -2.0461 0.4157 -1.8254
C -1.8202 -3.7681 0.2422
C -0.3999 -1.7607 -0.1864
C 2.8474 2.2826 1.7724
C 1.4388 0.1591 1.0864
C -0.9934 -4.1087 1.3280
C 0.5051 0.5008 2.3249
C 1.9529 2.4223 3.0353
C -3.1250 1.2134 -5.2500
C 0.4361 -2.1492 0.8473
C -2.2368 0.5637 -4.1889
C 2.8213 0.8713 1.1986
C -1.5213 -2.5799 -0.4760
C 0.4968 1.9953 2.7688
H 1.9553 3.4727 3.2977
H 0.0485 2.6716 1.9994
H -1.1995 0.9186 -4.1902
H 2.4731 -1.5990 0.3518
H -2.6493 -4.4040 -0.0196
H 0.7393 -3.6238 2.4282
H -2.1703 -2.3586 -1.2828
H 0.8180 -0.0800 3.1759
H -2.2092 -0.5047 -4.4211
H -2.4494 0.5350 -0.8333
H -4.1451 0.7980 -5.2972
H 3.4710 0.2826 1.8285
H -0.1161 2.0743 3.6807
H 2.0951 -1.6606 2.1247
H 2.5020 3.0186 1.0198
H -1.1406 -5.0143 1.9171
H -0.5361 0.1925 2.1211
H 3.8886 2.5233 2.0204
H -3.1932 2.2985 -5.0258
H 2.4133 1.8451 3.8486
H 3.3406 0.8545 0.2188
H -2.6656 1.0890 -6.2317
*
```

HOMO-LUMO gap in eV: 8.18
ΔE to the lowest compared entry with this formula, charge and spin in kJ/mol: 250.0
LUMO energy in eV: -0.1
Max |F| in Eh/bohr: 0.0652
Structure (SMILES): CCO/C=N/C1=C(C#N)C2(CCCCC2)Cc2ccccc21



Below is the molecule C19H22N2O3S, with properties calculated with ωB97M-V with the def2-TZVPD basis set.

```
! wB97M-V def2-TZVPD RIJCOSX def2/J DEFGRID3
* xyz 0 1
S 1.9977 2.2039 -0.1128
O 2.1975 2.9161 -1.3410
O 2.3213 2.8622 1.1227
O -4.4727 0.7763 1.7474
N 2.7920 0.7323 -0.2537
N -3.4527 -0.0542 -0.0889
C -1.7280 1.2543 1.1818
C -5.8294 -0.5034 0.2587
C -1.4408 0.4142 -1.0779
C 2.8730 -0.0177 0.9837
C 1.0357 -3.2395 0.2320
C 3.6375 -2.3860 0.6034
C 1.2922 -1.9128 0.5277
C -0.4420 1.7744 1.1063
C -2.2312 -0.3355 -2.1075
C 3.9435 0.6689 -1.1175
C -4.5355 0.1260 0.7271
C -0.1700 0.9334 -1.1453
C -3.3996 -0.9046 -1.2821
C 0.3168 1.6075 -0.0344
C 2.0793 -4.1435 0.1204
C 3.3812 -3.7144 0.3085
C -3.1069 -2.3489 -0.8710
C 2.5973 -1.4739 0.7168
C -2.2139 0.5668 0.0814
H -2.3326 1.3809 2.0635
H -0.0132 2.3156 1.9349
H -2.5812 0.3498 -2.8832
H 3.7873 1.3939 -1.9123
H -2.1403 -2.3948 -0.3743
H 0.4524 0.8346 -2.0194
H 4.8708 0.9138 -0.5859
H -4.3441 -0.8519 -1.8274
H 0.0184 -3.5760 0.0917
H -1.6529 -1.1236 -2.5871
H -3.0843 -2.9900 -1.7485
H -5.7337 -1.5770 0.1258
H 3.8590 0.1112 1.4507
H 1.8772 -5.1791 -0.1097
H 4.0259 -0.3333 -1.5422
H 0.4798 -1.2063 0.6174
H -6.5885 -0.3040 1.0102
H -6.1432 -0.0572 -0.6831
H 2.1183 0.3985 1.6537
H 4.6556 -2.0554 0.7519
H -3.8602 -2.7276 -0.1852
H 4.1992 -4.4148 0.2254
*
```

HOMO-LUMO gap in eV: 9.20
ΔE to the lowest compared entry with this formula, charge and spin in kJ/mol: 135.8
LUMO energy in eV: 0.5
Max |F| in Eh/bohr: 0.0215
Structure (SMILES): CC(=O)N1c2ccc(S(=O)(=O)N(C)Cc3ccccc3)cc2C[C@H]1C



Below is the molecule C19H22N2O5S, with properties calculated with ωB97M-V with the def2-TZVPD basis set.

```
! wB97M-V def2-TZVPD RIJCOSX def2/J DEFGRID3
* xyz 0 1
S -2.1218 1.9085 0.8471
O -1.9123 -1.2117 -1.5585
O -5.6070 -1.1963 -0.8454
O -1.4749 3.1515 1.1622
O -2.4275 -2.5115 0.1944
O -1.4493 0.6996 1.2577
N 3.5780 -1.2105 1.4808
N -3.9989 -0.3234 0.4790
C 3.4030 0.8722 -1.5371
C -2.5685 1.8135 -0.9217
C -4.4931 1.0373 0.4176
C 2.2916 -1.5019 1.1440
C 5.4777 0.2185 0.5992
C -4.5470 -1.3026 -0.2675
C -3.8287 1.8374 1.5143
C 0.7184 -0.9032 -0.6006
C 4.9084 1.1039 -1.6881
C 5.5474 1.4283 -0.3376
C 1.9834 -0.7867 -0.0460
C -4.0820 1.7064 -0.9108
C -1.5621 -1.7764 -0.5430
C 1.3581 -2.3232 1.7659
C 4.0959 -0.3311 0.5573
C -3.7482 -2.6078 -0.3040
C 0.1085 -2.4207 1.2021
C -0.2152 -1.7169 0.0283
C 3.1585 -0.0542 -0.3934
H 6.1919 -0.5459 0.2727
H -4.2188 2.8455 1.6027
H 5.3736 0.2036 -2.0953
H 2.9876 0.4571 -2.4581
H 2.8962 1.8242 -1.3487
H -3.7416 -2.9481 -1.3461
H -3.0613 -0.4334 0.8499
H -3.8118 1.3360 2.4756
H 0.4450 -0.3717 -1.4990
H -2.1931 2.7054 -1.4095
H -0.6459 -3.0397 1.6601
H -2.0970 0.9230 -1.3301
H 5.7487 0.5073 1.6184
H -4.4451 1.1036 -1.7433
H 5.0880 1.9216 -2.3882
H -4.2508 -3.3544 0.3150
H 6.5882 1.7261 -0.4766
H 5.0131 2.2649 0.1165
H -5.5855 1.0013 0.4953
H -4.5458 2.6924 -0.9667
H 1.6060 -2.8601 2.6698
H 4.0658 -1.5578 2.2893
*
```

HOMO-LUMO gap in eV: 8.55
ΔE to the lowest compared entry with this formula, charge and spin in kJ/mol: 0.0
LUMO energy in eV: 0.7
Max |F| in Eh/bohr: 0.0169
Structure (SMILES): O=C(COC(=O)c1ccc2[nH]c3c(c2c1)CCCC3)N[C@@H]1CCS(=O)(=O)C1



Below is a structure of composition C19H22N5PdS, with properties calculated with ωB97M-V with the def2-TZVPD basis set.

```
! wB97M-V def2-TZVPD RIJCOSX def2/J DEFGRID3
* xyz 1 1
Pd 0.2771 -0.1414 -0.0009
S 2.6883 -0.0289 -0.1603
N -1.0743 -3.1574 -0.1417
N -1.4112 -1.8168 -0.5393
N -0.8107 1.0709 1.5039
N 2.2270 -2.4946 0.7734
N 2.0609 -0.7908 2.3163
C -3.0041 4.6338 1.0947
C 1.9608 -5.9268 2.0856
C 2.2528 -1.1781 1.0332
C -1.5596 2.2939 1.3109
C 3.3695 -4.6777 3.5695
C -2.0167 2.9483 2.4499
C 2.3964 -3.6055 1.6564
C -1.7495 2.6374 -2.4589
C -2.7462 4.1154 2.3568
C -0.0979 0.4608 -2.5296
C -1.8030 2.7885 0.0380
C -0.4998 1.0112 -1.3215
C 2.7444 -5.8681 3.2295
C 1.7828 -4.7993 1.2998
C 3.2076 -3.5448 2.7841
C -2.5341 3.9840 -0.0294
C -0.5427 1.0005 -3.7248
C -1.3808 2.1025 -3.6767
C -1.3269 2.1233 -1.2166
H 3.7643 -2.6490 3.0284
H 2.0218 -1.4910 3.0434
H -1.3433 -1.7799 -1.5493
H -1.7502 2.5524 -4.5881
H 1.4844 -6.8551 1.8000
H -1.7896 2.5263 3.4226
H -3.1035 4.6113 3.2487
H -2.4080 3.4907 -2.4794
H -0.0600 1.2613 2.1594
H -3.5676 5.5503 0.9821
H 2.8828 -6.7489 3.8411
H 2.4780 0.0924 2.5666
H 4.0087 -4.6286 4.4408
H -2.3705 -1.5794 -0.2997
H -1.7860 -3.8120 -0.4518
H -1.0541 -3.1865 0.8695
H -2.7387 4.4417 -0.9832
H 1.1721 -4.8364 0.4052
H -1.4118 0.3838 1.9485
H -0.2309 0.5716 -4.6678
H 2.0950 -2.7199 -0.2015
H 0.5877 -0.3796 -2.5434
*
```

HOMO-LUMO gap (spin up / spin down) in eV: 7.12 / 7.12
ΔE to the lowest compared entry with this formula, charge and spin in kJ/mol: 232.0
LUMO energy (spin up / spin down) in eV: -3.6 / -3.6
Max |F| in Eh/bohr: 0.0308



Below is a structure of composition C19H22NO6Re, with properties calculated with ωB97M-V with the def2-TZVPD basis set.

```
! wB97M-V def2-TZVPD RIJCOSX def2/J DEFGRID3
* xyz 2 1
Re -0.0835 -0.5335 -0.5580
O 1.8296 -1.1061 -3.8420
O 1.2669 -4.2842 -0.7822
O 2.0309 -0.3336 0.3310
O 0.1190 -2.3986 -0.5338
O -0.3706 0.8466 0.8137
O 0.6361 -0.1196 -2.2362
N -0.5441 2.1010 2.6476
C 2.6969 -1.5980 0.6860
C -0.5026 3.4000 3.3478
C -0.8202 0.8805 3.4196
C -1.7666 -0.6299 -1.0584
C -4.7787 -0.2554 -3.1028
C 2.6268 -2.3200 -0.6751
C 3.0092 0.0617 -0.6986
C -5.7202 -0.8594 -2.2717
C 2.8615 -1.1209 -1.6682
C 4.1113 -1.1628 1.0280
C 1.3276 -3.1119 -0.6782
C -0.3297 2.0089 1.3656
C 1.7948 -0.8336 -2.7003
C -3.4641 -0.1730 -2.7022
C -5.3632 -1.3895 -1.0329
C -4.0554 -1.3200 -0.6089
C 4.3331 0.0123 0.0460
C -0.0376 3.1833 0.4958
C -3.0994 -0.7028 -1.4437
H 4.8162 -1.9806 0.8931
H 0.0625 0.2426 3.4418
H -1.3278 4.0341 3.0294
H -2.7158 0.2804 -3.3387
H 3.4144 -3.0592 -0.7926
H 1.0339 3.2100 0.2831
H -1.0828 1.1605 4.4332
H 4.5102 0.9475 0.5720
H 3.7650 -1.3003 -2.2472
H -0.5678 3.0628 -0.4481
H -0.3196 4.1277 0.9478
H -3.7583 -1.7392 0.3429
H 0.4459 3.9013 3.1714
H -6.7499 -0.9241 -2.5979
H 5.1628 -0.1477 -0.6397
H 4.1715 -0.8374 2.0639
H -0.6006 3.2135 4.4111
H -6.1094 -1.8611 -0.4092
H 2.1426 -2.0803 1.4882
H -1.6525 0.3372 2.9769
H 2.7288 1.0290 -1.1067
H -5.0770 0.1421 -4.0626
*
```

HOMO-LUMO gap in eV: 7.15
LUMO energy in eV: -8.1
Max |F| in Eh/bohr: 0.0107